Here is a cluster of 7 separate species, C25H60N3O9 in total from OMol25. Energies are from ωB97M-V/def2-TZVPD.

Calculated values
Expectation value of S²: 0.75
Multiplicity: 2
E_HOMO (spin up / spin down) in eV: -8.6 / -9.1
Lowest unoccupied orbital energy (spin up / spin down) in eV: 0.5 / 0.1
Frontier orbital gap (spin up / spin down) in Eh: 0.3371 / 0.3396

Element x y z (Å)
H (-0.111, 1.754, 2.807)
H (6.614, -1.833, -7.346)
H (-1.197, 7.524, -0.451)
C (2.889, -0.416, -4.149)
C (-1.852, -0.934, 1.541)
H (-1.198, -2.445, -3.039)
H (4.751, -1.280, -0.002)
C (-0.348, -1.537, 1.780)
H (-1.669, 7.752, 1.249)
C (0.192, 1.178, 1.825)
C (-1.452, 7.006, 0.478)
H (1.828, -3.298, 1.537)
H (-2.793, -1.326, 3.622)
C (3.512, -0.166, -2.791)
H (-3.070, -5.535, 2.205)
H (-0.018, 1.058, -1.352)
H (2.642, 0.354, 0.832)
H (-0.687, -6.266, 1.959)
H (1.869, -0.018, -4.184)
H (-2.408, 5.327, -0.482)
H (3.762, -4.225, 0.288)
O (2.517, -2.945, 2.191)
H (-3.518, 6.645, -0.054)
H (-2.748, 7.813, 6.298)
H (-1.680, 8.276, 4.979)
C (-2.804, -6.371, 1.552)
O (-2.675, -5.874, 0.228)
N (-1.767, 0.059, 0.407)
H (-2.833, 2.888, 0.456)
C (0.408, -0.450, 4.432)
H (-4.728, 8.662, 4.995)
C (-1.050, 1.334, 0.774)
H (-0.384, -2.383, 2.588)
C (5.540, -2.041, -7.385)
C (-2.624, 8.525, 5.476)
H (-3.641, 9.124, 3.671)
N (1.373, -0.393, 3.458)
H (-2.219, -3.192, 1.358)
O (-3.028, 0.324, -0.014)
O (-0.038, -3.665, -1.876)
C (-1.500, -6.998, 1.998)
H (-1.322, 2.418, -1.215)
O (-0.567, -0.490, 5.382)
H (0.370, 2.781, -0.468)
C (-2.769, -2.209, 0.965)
H (3.478, 0.055, -4.941)
H (-2.678, -4.015, -1.767)
O (5.004, 0.260, -6.938)
H (-1.360, 3.490, 1.474)
N (3.824, -3.335, -0.291)
H (1.660, -0.991, -0.050)
C (4.284, -2.176, 0.587)
H (5.165, -2.620, 1.259)
H (2.819, -1.489, -4.352)
C (-2.637, 6.084, 0.274)
H (5.960, 0.440, -6.937)
H (-3.619, -7.101, 1.576)
H (-2.070, 0.459, 3.458)
C (-3.780, 8.427, 4.502)
C (-2.198, -4.326, -2.700)
H (3.737, -1.112, 2.528)
O (-2.948, 5.418, 1.489)
C (-0.397, 1.917, -0.651)
H (3.698, -1.022, -7.852)
H (-0.456, -3.821, -3.879)
H (0.183, -4.610, -1.815)
H (-1.950, -5.387, -2.593)
C (-2.075, 2.552, 1.285)
H (-2.447, -6.626, -0.346)
H (-0.579, 6.440, 0.819)
H (4.620, -3.553, -0.964)
C (-0.949, -3.507, -2.954)
H (-2.731, -2.272, -0.219)
H (-3.872, -2.160, 1.387)
H (-0.044, -2.079, 0.760)
C (4.772, -0.816, -7.836)
H (5.368, -2.881, -8.064)
H (-3.706, 0.007, 2.620)
C (2.017, -0.647, 1.018)
H (4.527, -0.572, -2.745)
H (-3.988, 6.502, 4.716)
H (2.699, -1.733, -1.967)
H (-2.912, -4.211, -3.520)
C (0.741, -0.346, 2.056)
H (-2.579, 2.326, 2.317)
H (-1.581, -7.382, 3.019)
C (-2.619, -0.404, 2.886)
O (-3.856, 7.113, 3.971)
H (1.101, 1.800, 1.365)
H (3.560, 0.907, -2.583)
H (5.236, -2.335, -6.375)
H (-3.158, 6.099, 2.151)
C (3.124, -1.702, 1.690)
H (-1.218, -7.822, 1.333)
H (-2.548, 9.534, 5.892)
O (2.728, -0.780, -1.778)
H (5.080, -0.508, -8.840)

Atomic partial charges in e from the Löwdin method, atoms 1 to 8: 0.126 0.073 0.073 -0.083 -0.415 0.115 0.117 -0.067

Here is a cluster of 6 separate species, C25H61N2O15P in total from OMol25. Energies are from ωB97M-V/def2-TZVPD.

Calculated values
E_HOMO in eV: -8.6
Lowest unoccupied orbital energy in eV: 0.4
Frontier orbital gap in Eh: 0.3316

Element x y z (Å)
N (-3.213, 2.262, 3.047)
C (-4.496, 4.151, 2.272)
H (-0.487, -2.544, 5.385)
O (0.657, 5.079, -4.724)
H (1.355, -4.146, 5.610)
H (-1.939, 3.031, 0.038)
H (1.374, 6.825, -3.873)
O (-0.853, 3.724, -2.589)
H (-0.343, 2.637, -4.286)
H (-4.186, 11.326, -3.180)
C (-3.397, 1.084, 3.837)
H (4.534, -7.418, -1.825)
C (7.271, -12.761, -2.361)
H (-4.727, 2.158, 1.504)
H (-1.805, -3.485, 4.668)
O (-0.783, 2.958, 2.137)
O (8.010, -11.553, -2.314)
H (3.621, -3.104, 0.688)
O (5.028, -5.851, -0.621)
C (1.959, -5.802, 0.458)
O (5.492, -10.059, -1.956)
H (6.420, -8.731, -3.180)
H (-1.822, -1.243, 3.747)
H (6.921, -11.019, -4.002)
H (-5.967, 6.905, 3.207)
H (-5.916, 8.975, -2.428)
H (1.125, -6.128, -0.161)
C (-5.116, 6.329, 2.863)
H (0.238, -1.252, 1.106)
H (-5.287, 2.300, 3.129)
H (2.732, -6.575, 0.441)
O (-3.364, 9.494, -2.857)
C (7.512, -10.563, -3.203)
H (4.665, -3.957, -1.397)
H (1.599, -5.664, 1.484)
O (-3.505, 4.624, 1.842)
H (7.593, -13.381, -1.527)
H (-1.425, -2.395, 2.469)
H (2.004, -4.565, 4.012)
H (1.730, -2.862, 4.424)
H (7.476, -13.295, -3.295)
C (5.548, -10.312, -0.562)
C (1.349, -3.879, 4.548)
H (-4.260, 10.789, -1.492)
C (0.424, 6.322, -4.085)
H (-4.419, 6.235, 3.695)
H (0.924, -2.678, 1.940)
H (-6.686, 3.471, 3.639)
P (-1.973, 1.855, 1.833)
C (-1.063, -1.944, 3.396)
H (-2.363, 1.859, 5.200)
O (-2.501, 2.303, 0.358)
H (-2.069, 8.042, -2.269)
H (7.290, -9.057, -1.672)
H (-1.868, 4.537, -4.220)
H (1.962, 3.555, -4.399)
H (0.597, 2.319, -2.821)
O (-3.954, 0.146, 3.436)
H (-0.914, 3.342, 3.013)
O (-4.989, 8.389, -0.655)
C (3.676, -4.183, 0.506)
H (1.654, 4.561, -2.975)
C (6.700, -9.517, -2.470)
C (-3.644, 10.803, -2.394)
O (2.436, -4.573, -0.066)
H (3.481, -6.003, -2.012)
O (0.046, -4.016, 4.013)
H (8.380, -10.077, -3.659)
O (0.124, -1.195, 3.168)
C (0.124, 3.107, -3.416)
N (-5.597, 4.963, 2.534)
H (-0.155, 6.945, -4.765)
O (-2.895, 1.063, 5.057)
H (-2.712, 11.342, -2.193)
C (-0.847, -3.000, 4.458)
H (4.671, -10.899, -0.293)
H (-5.912, 4.749, 4.633)
C (-4.517, 2.642, 2.456)
H (-6.678, 7.610, -1.562)
C (0.794, -1.593, 1.986)
C (-6.153, 8.564, -1.444)
H (-6.808, 9.261, -0.922)
H (-7.326, 5.079, 3.675)
H (5.746, -4.056, 0.002)
C (1.186, 4.095, -3.847)
H (-0.139, 6.199, -3.156)
H (5.140, -5.985, -2.681)
C (-2.058, 4.011, -3.281)
H (6.197, -12.581, -2.272)
H (5.524, -9.369, -0.004)
C (-2.880, 8.635, -1.834)
H (6.445, -10.875, -0.291)
H (-2.608, 3.086, -3.483)
H (1.777, -1.123, 1.980)
C (-6.400, 4.512, 3.686)
H (-2.668, 4.646, -2.640)
C (4.511, -6.329, -1.852)
H (3.837, -4.679, 1.468)
H (-4.368, 7.110, -2.172)
H (-3.511, 6.992, -0.627)
H (-4.698, 6.825, 2.001)
H (-2.468, 9.214, -1.002)
C (4.827, -4.457, -0.437)
C (-3.957, 7.692, -1.342)

Atomic partial charges in e from the Löwdin method, atoms 1 to 8: -0.160 -0.477 0.126 -0.189 0.088 0.058 0.090 -0.202

Here is a structure of composition C25H61N4O13V from OMol25. Energies are from ωB97M-V/def2-TZVPD.

Calculated values
E_HOMO in eV: -8.1
ΔE to the lowest compared entry with this formula, charge and spin in kcal/mol: 149.15
Lowest unoccupied orbital energy in eV: -3.2
Frontier orbital gap in Eh: 0.1826

Element x y z (Å)
O (4.933, 0.610, 3.595)
H (1.749, 3.693, -2.332)
H (-1.290, -3.148, 0.455)
H (0.375, -3.617, -2.182)
C (3.290, -1.702, 4.432)
H (-0.138, -6.337, -1.357)
H (2.363, -0.816, -2.785)
H (1.127, 5.003, -5.260)
C (1.745, 4.517, -4.486)
H (2.689, 7.168, -2.813)
H (5.921, 2.451, 3.566)
H (1.112, -1.515, -1.630)
O (-0.867, -1.077, 0.650)
H (0.950, 2.535, -4.736)
H (-3.775, -2.367, -2.247)
C (-3.099, -1.725, -1.657)
H (-4.669, 0.537, -1.373)
H (0.548, -4.328, -0.182)
C (2.025, -0.940, -1.748)
H (-3.887, -4.158, 2.929)
O (-0.302, -1.706, 2.701)
H (3.025, -0.237, 2.179)
H (-4.941, -0.440, -2.872)
H (-2.090, -2.125, -1.649)
H (3.909, -1.271, 5.220)
C (-0.890, -5.657, -0.926)
H (5.881, 1.536, 5.166)
H (2.672, 4.224, -4.993)
H (-3.516, -1.812, -0.651)
H (-2.579, 3.524, -4.111)
H (-0.003, -3.973, 4.501)
C (0.910, 3.337, -3.988)
H (0.354, -5.208, -3.136)
H (-4.933, 1.820, -3.647)
O (-2.136, 2.752, 5.127)
C (2.818, 1.260, -1.439)
H (-1.778, -6.218, -0.640)
H (-0.548, -3.851, -3.655)
C (5.924, 1.479, 4.069)
O (1.937, -3.577, 3.761)
N (2.190, -0.796, 4.054)
H (-3.962, 2.751, -1.666)
H (-0.144, 3.609, -3.924)
H (1.741, 0.725, 2.773)
C (-3.209, -3.597, 2.270)
H (3.381, 1.368, 4.729)
H (-2.485, 5.744, -2.957)
C (2.351, 6.674, -3.726)
H (-2.920, -5.105, 0.889)
H (2.064, -2.962, 5.720)
C (2.651, 0.215, 3.100)
O (-1.472, 4.320, -1.843)
N (-1.140, -4.028, 0.940)
C (-3.986, 1.442, -3.210)
H (-3.416, 5.099, -1.644)
O (-2.993, -0.393, -2.130)
H (6.914, 1.054, 3.881)
C (2.522, 1.981, -2.759)
C (-0.268, -4.921, 0.250)
H (2.834, -1.493, -1.246)
N (-3.378, 2.533, -2.468)
C (0.918, -4.475, 4.145)
H (-5.020, -1.733, 2.619)
H (-4.203, 4.120, -3.643)
C (-0.694, -0.729, 1.825)
H (-0.985, 5.742, -0.385)
O (-1.285, -4.788, -1.978)
H (-0.441, -2.427, 2.030)
C (3.642, 1.188, 3.676)
C (2.695, -3.036, 4.814)
H (3.829, 0.851, -1.585)
H (-5.147, -1.431, 0.827)
N (1.333, 2.827, -2.678)
O (1.916, 5.375, -3.378)
H (3.209, 6.707, -4.407)
H (0.535, -4.911, 3.217)
O (-2.597, 0.456, 4.349)
H (-2.614, -2.990, 2.974)
H (3.425, 2.617, -2.882)
C (-2.263, -4.602, 1.622)
H (3.604, 2.117, 3.093)
H (0.322, 4.843, -1.043)
H (-1.943, -5.345, 2.357)
H (1.496, 7.222, -4.138)
V (-1.692, 1.710, 4.010)
H (1.477, -1.355, 3.599)
C (-4.246, 0.223, -2.340)
H (2.535, 1.255, -3.572)
O (1.793, 0.334, -1.208)
O (-3.851, -2.887, 1.260)
C (-0.621, 5.307, -1.331)
C (-4.492, -1.704, 1.648)
H (3.452, -3.752, 5.184)
H (0.306, -5.564, 0.928)
H (-0.402, 6.105, -2.047)
O (-0.933, 0.492, 2.206)
H (3.986, -1.887, 3.595)
H (1.236, -5.198, 4.901)
C (-0.205, -4.348, -2.746)
H (-3.805, -0.878, 1.919)
C (-2.640, 4.821, -2.380)
H (2.881, 1.986, -0.627)
H (-3.366, 1.144, -4.056)
C (-3.236, 3.736, -3.265)

Atomic partial charges in e from the Löwdin method, atoms 1 to 8: -0.202 0.074 0.090 0.065 -0.200 0.118 0.082 0.123

Here is a cluster of 11 separate species, C25H62BF19N7O9P2 in total from OMol25. Energies are from ωB97M-V/def2-TZVPD.

Calculated values
Total charge: +3
E_HOMO in eV: -13.8
Lowest unoccupied orbital energy in eV: -8.4
Frontier orbital gap in Eh: 0.1979

Element x y z (Å)
O (-1.356, 4.637, -1.654)
C (1.938, 0.698, 4.418)
N (2.995, -4.470, 4.280)
H (0.299, -1.545, -2.674)
H (-1.692, -3.026, -2.504)
H (0.298, -2.864, 3.293)
C (-2.567, -0.493, 2.662)
H (-3.253, -2.689, -4.733)
O (-3.535, -0.481, -2.397)
F (-0.638, 2.141, -2.700)
N (3.611, -2.399, -2.086)
H (0.623, 4.532, 1.172)
H (5.189, -2.899, -3.307)
C (4.244, -5.084, 3.662)
H (-4.030, 5.052, 0.598)
H (5.626, -1.818, -1.956)
C (-3.122, -1.495, -2.833)
N (1.486, 0.231, 5.768)
H (5.297, -3.621, -1.663)
O (2.214, 4.457, -1.162)
H (2.800, -4.994, 5.136)
C (-0.465, 0.603, 7.439)
H (4.040, 2.613, -1.076)
C (-3.141, 2.039, -0.278)
H (-2.674, 0.490, 2.213)
H (1.496, -4.977, -0.960)
C (1.808, -3.941, -1.103)
H (-4.445, -3.865, 1.071)
C (-3.827, -2.299, -3.885)
C (2.092, 3.373, -0.719)
C (2.780, -3.660, -2.219)
H (-3.640, 1.074, -0.329)
H (-0.435, -2.187, -4.130)
C (0.454, 3.462, 1.217)
F (5.766, -0.155, 1.857)
F (1.578, -0.913, -0.477)
F (4.213, -0.486, 0.304)
H (3.022, 0.730, 4.335)
H (-4.587, -1.705, -4.385)
C (-3.064, 5.237, -4.686)
N (0.693, 2.981, -0.215)
F (0.479, 0.303, 1.125)
H (4.563, -4.583, 2.752)
H (3.542, -1.829, -1.241)
H (-4.346, -4.795, 2.511)
F (-0.364, 0.169, -0.989)
H (-4.824, 5.872, -1.558)
H (-2.177, 1.978, 0.227)
F (4.113, -0.955, -4.387)
F (2.523, 0.050, -3.026)
C (-3.802, -4.056, 1.928)
O (-3.261, -1.610, 0.683)
O (2.830, -4.279, -3.218)
F (5.297, -2.316, 2.780)
F (4.002, 1.318, -4.322)
O (1.388, -5.457, 2.978)
P (4.801, -1.407, 1.535)
H (0.471, 1.990, -0.308)
O (-0.750, 0.240, 5.108)
H (2.784, 1.386, -0.726)
C (-0.019, 0.328, 6.044)
C (-4.963, 4.841, -1.244)
H (-2.783, -4.291, 1.648)
H (2.210, -3.802, -0.095)
B (0.343, -0.575, 0.007)
H (-4.884, 4.239, -2.144)
H (-1.507, -0.687, 2.844)
C (-4.437, 5.844, -4.873)
H (1.900, 0.850, 6.471)
C (-1.573, 4.334, -2.964)
F (-1.185, 2.708, -4.712)
O (-2.848, 4.876, -3.321)
C (-3.166, -1.613, 1.860)
C (1.800, -4.411, 3.327)
F (-0.339, -1.718, 0.475)
N (-1.764, -2.017, -2.392)
H (-2.968, 4.538, -0.628)
H (-0.437, 1.638, 7.783)
H (0.018, -0.087, 8.134)
H (-5.955, 4.752, -0.806)
H (0.905, -3.330, -1.094)
H (-4.178, -3.246, -3.465)
H (0.987, 2.855, 1.940)
F (6.001, -1.985, 0.623)
H (-1.656, -1.684, -1.430)
F (3.709, -2.529, 1.089)
H (-1.529, 0.368, 7.411)
H (-4.614, 6.274, -5.858)
N (-3.854, -2.713, 2.662)
C (-1.539, 2.854, -3.424)
H (-5.204, 5.066, -4.793)
H (-0.830, 4.898, -3.543)
C (3.179, 2.366, -0.458)
H (-0.834, -0.503, -3.535)
F (1.706, 1.175, -4.757)
P (2.964, 0.130, -4.610)
H (1.723, -0.735, 5.989)
F (3.633, -0.724, 2.461)
H (5.055, -5.017, 4.386)
H (-4.817, -2.422, 2.851)
H (3.538, 2.401, 0.572)
H (-2.360, 5.979, -5.073)
H (-4.687, 6.617, -4.145)
H (-0.592, 3.175, 1.322)
F (1.917, -1.069, -5.030)
H (1.512, 1.666, 4.164)
H (1.400, -2.847, 1.863)
H (0.052, 3.481, -0.854)
C (-0.605, -1.534, -3.278)
H (-2.945, 4.358, -5.322)
F (3.274, 0.313, -6.176)
O (-4.759, 2.849, 1.260)
H (3.264, -3.545, 4.620)
C (-4.035, 3.068, 0.345)
N (-3.919, 4.456, -0.222)
H (-2.914, 2.322, -1.306)
H (1.558, 0.022, 3.656)
H (3.441, -1.756, -2.869)
H (-3.359, -2.751, 3.554)
H (1.935, -2.257, 3.357)
H (4.012, -6.136, 3.516)
C (5.099, -2.723, -2.238)
H (-2.992, -0.460, 3.670)
F (-2.756, 2.269, -3.317)
C (1.310, -3.046, 2.930)

Atomic partial charges in e from the Löwdin method, atoms 1 to 8: -0.202 0.017 0.096 0.073 0.172 0.092 0.040 0.107

Sequential E output: -49784.536; -69890.270; -85171.153; -126665.939 eV